Density functional theory data (ωB97M-V/def2-TZVPD) for the molecule C4H4O at a distorted geometry.

```
! wB97M-V def2-TZVPD RIJCOSX def2/J DEFGRID3
* xyz 0 1
C -0.069 2.263 -0.310
C 0.639 -0.278 -0.687
C -1.047 2.642 0.486
C 0.054 0.672 0.081
O 0.712 2.782 -1.163
H 0.623 -1.374 -0.505
H 1.037 -0.073 -1.617
H -1.851 2.686 1.297
H -0.317 0.344 1.028
*
```

relative energy (zero: lowest compared OMol25 entry of this formula, charge and spin) = 490.72 kJ/mol
E_LUMO (alpha / beta) = -1.820 / -1.883 eV
M = 68.08 u